ORCA calculation (ωB97M-V/def2-TZVPD) on a molecular structure, C41H30Cl3F3N2O3PdTe.

Positions of all 84 atoms, in Å:
Pd -1.175408 -0.993068 -0.834248
C 5.023080 3.388498 0.432484
C 4.023196 2.270333 0.296417
C 4.405248 0.959045 0.084624
C 3.482642 -0.072944 -0.056460
C 4.016400 -1.429874 -0.278735
O 5.186140 -1.722163 -0.046457
C 3.107399 -2.467026 -0.864423
C 2.340543 -2.181883 -1.989276
C 1.451495 -3.118066 -2.485088
C 1.320306 -4.349916 -1.856027
C 2.111730 -4.651877 -0.758327
C 3.016361 -3.716372 -0.270722
C 2.058422 0.155715 0.098195
O 1.252903 -0.798013 0.153334
C 1.662255 1.559685 0.204357
C 2.649215 2.529206 0.328581
C 0.247325 1.986853 0.141021
N -0.744418 1.169151 0.193876
C -2.108133 1.689096 0.017319
C -2.516579 1.937834 -1.435212
Te -2.086076 0.311399 -2.822822
C -0.334731 1.280310 -3.563071
C 0.879956 0.919744 -2.983087
C 2.062926 1.545926 -3.361379
C 2.038873 2.532037 -4.339545
C 0.833570 2.891920 -4.931481
C -0.348210 2.268965 -4.543889
C 0.039865 3.478677 -0.004970
C -0.339908 4.236505 1.098690
C -0.521336 5.609329 0.993472
C -0.322684 6.244137 -0.224701
C 0.064840 5.496832 -1.329432
C 0.250419 4.126152 -1.218553
H 6.037541 2.989598 0.502863
H 4.846488 3.993227 1.327483
H 4.999953 4.072764 -0.422755
H 5.456192 0.693611 0.022228
H 2.403743 -1.194740 -2.437549
H 0.812320 -2.866014 -3.321794
H 0.569361 -5.050351 -2.196650
H 1.996985 -5.604773 -0.255360
H 3.623254 -3.932703 0.600089
H 2.349470 3.564835 0.448456
H -2.261166 2.620028 0.579303
H -2.771751 0.935262 0.441468
H -2.031052 2.817991 -1.855455
H -3.594840 2.103686 -1.482152
H 0.861552 0.165203 -2.199455
H 2.989011 1.274617 -2.865727
H 2.957322 3.028267 -4.632536
H 0.812346 3.665532 -5.692131
H -1.288988 2.559701 -4.999256
H -0.488576 3.738337 2.050657
H -0.815667 6.182078 1.865328
H -0.466010 7.315008 -0.311289
H 0.230487 5.979591 -2.286017
H 0.569065 3.552017 -2.077844
Cl -6.706012 -6.122405 1.668578
C -5.310024 -5.347856 0.929908
C -5.352152 -3.998923 0.619096
C -4.256863 -3.390379 0.040797
Cl -4.401825 -1.690291 -0.342907
C -3.013740 -4.056006 -0.277408
O -2.008380 -3.525067 -0.785713
C -3.087951 -5.458633 0.074733
Cl -1.668087 -6.425582 -0.259864
C -4.169479 -6.085052 0.650520
H -6.239909 -3.413579 0.819167
H -4.117447 -7.140907 0.881420
F -2.220344 -1.761260 7.037289
C -1.161391 -1.336225 6.321183
F -0.878755 -0.088630 6.756668
F -0.114182 -2.104557 6.682670
C -1.406758 -1.368803 4.843061
C -0.393623 -0.968005 3.987281
C -0.644852 -0.979018 2.620406
N -1.819483 -1.357260 2.120171
C -2.774075 -1.758595 2.945363
C -2.621132 -1.782664 4.328747
H 0.573153 -0.653594 4.359404
H 0.100190 -0.687440 1.885494
H -3.702732 -2.075012 2.481513
H -3.428808 -2.113186 4.966026

Force components x, y, z for each atom (eV/Å):
0.052 -0.038 -0.733
0.073 0.043 0.001
-0.150 -0.015 -0.026
-0.001 -0.057 -0.009
0.072 0.047 0.013
0.065 -0.020 -0.162
-0.065 0.017 0.098
0.043 -0.037 -0.064
0.037 0.031 0.002
0.012 0.028 0.005
-0.025 -0.019 0.009
0.021 0.013 0.014
-0.022 -0.045 -0.049
0.080 -0.002 0.006
-0.198 0.047 0.223
-0.038 0.032 0.035
0.076 0.033 -0.049
-0.017 -0.018 0.087
0.023 0.352 -0.067
0.058 -0.066 0.020
-0.047 0.033 0.057
0.085 -0.188 0.482
0.191 0.034 0.044
-0.058 0.090 0.012
-0.077 -0.021 0.028
0.033 0.008 0.013
-0.011 0.012 -0.001
-0.051 -0.017 0.007
-0.012 -0.054 0.016
-0.007 0.012 0.041
0.006 -0.037 0.005
-0.001 0.014 -0.016
0.003 0.003 -0.018
-0.039 0.012 0.013
-0.018 0.001 -0.005
-0.019 -0.027 -0.004
-0.014 -0.017 0.006
0.016 0.001 0.003
0.034 -0.164 0.035
0.000 0.004 -0.003
-0.015 -0.009 0.025
-0.011 -0.004 -0.009
-0.001 0.008 0.004
-0.029 0.016 0.004
0.003 0.022 -0.047
-0.014 -0.014 0.018
0.048 0.033 -0.003
0.009 -0.022 0.001
-0.022 0.039 -0.046
0.015 0.015 -0.012
-0.010 -0.003 -0.002
0.000 -0.015 0.009
0.015 0.000 -0.001
0.001 0.003 -0.017
-0.001 -0.002 -0.009
0.006 -0.008 -0.003
-0.009 0.003 0.022
0.016 -0.064 -0.076
0.021 -0.006 -0.007
-0.010 0.013 0.001
0.019 0.001 0.002
-0.046 0.053 -0.014
0.020 -0.074 0.009
0.040 -0.043 0.054
-0.156 0.023 0.061
0.089 0.002 -0.016
-0.011 0.040 -0.009
0.003 0.006 0.008
-0.007 -0.013 0.005
-0.020 0.013 0.004
0.007 -0.008 0.043
-0.037 -0.007 -0.093
0.007 0.029 0.046
0.022 -0.024 0.039
0.044 0.004 0.152
0.028 0.012 -0.147
-0.003 -0.006 0.096
-0.086 -0.035 -0.225
0.049 0.016 0.119
-0.093 -0.015 -0.150
-0.019 -0.005 0.029
0.011 0.000 0.017
-0.007 -0.008 0.023
0.022 0.003 0.028

Properties
Frontier orbital gap: 4.36 eV
Energy: -3991.74879 a.u.
Net charge: -2
Relative energy (zero: lowest compared OMol25 entry of this formula, charge and spin): 68.0 kJ/mol
LUMO: 3.842 eV
M: 996.08 g/mol
Strongest force on any atom: 0.7 eV/A

Electronic structure analysis, Mulliken charges in units of e: number 1, Pd, carries 0.115; number 2, C, carries -1.591; number 3, C, carries 0.433; number 4, C, carries -0.976; number 5, C, carries 0.225; number 6, C, carries -0.043; number 7, O, carries -0.735; number 8, C, carries 0.394; number 9, C, carries 0.176; number 10, C, carries -0.529; number 11, C, carries -0.177; number 12, C, carries -0.684; number 13, C, carries -0.710; number 14, C, carries 0.307; number 15, O, carries -0.777; number 16, C, carries 0.846; number 17, C, carries -0.482; number 18, C, carries 0.445; number 19, N, carries 0.909; number 20, C, carries -0.876; number 21, C, carries -0.894; number 22, Te, carries 0.033; number 23, C, carries -0.376; number 24, C, carries 0.352; number 25, C, carries 0.036; number 26, C, carries -0.798; number 27, C, carries -0.557; number 28, C, carries -0.220; number 29, C, carries -1.258; number 30, C, carries 0.033; number 31, C, carries -0.830; number 32, C, carries -0.484; number 33, C, carries -0.837; number 34, C, carries 0.525; number 35, H, carries 0.368; number 36, H, carries 0.352; number 37, H, carries 0.270; number 38, H, carries 0.330; number 39, H, carries 0.513; number 40, H, carries 0.292; number 41, H, carries 0.329; number 42, H, carries 0.318; number 43, H, carries 0.385; number 44, H, carries 0.494; number 45, H, carries 0.360; number 46, H, carries 0.204; number 47, H, carries 0.271; number 48, H, carries 0.588; number 49, H, carries -0.211; number 50, H, carries 0.349; number 51, H, carries 0.375; number 52, H, carries 0.318; number 53, H, carries 0.391; number 54, H, carries 0.484; number 55, H, carries 0.387; number 56, H, carries 0.348; number 57, H, carries 0.453; number 58, H, carries 0.122; number 59, Cl, carries -0.308; number 60, C, carries 0.457; number 61, C, carries -0.569; number 62, C, carries 0.341; number 63, Cl, carries -0.214; number 64, C, carries -0.613; number 65, O, carries -0.490; number 66, C, carries 0.519; number 67, Cl, carries -0.253; number 68, C, carries -0.706; number 69, H, carries 0.384; number 70, H, carries 0.394; number 71, F, carries -0.302; number 72, C, carries 0.791; number 73, F, carries -0.263; number 74, F, carries -0.264; number 75, C, carries 0.636; number 76, C, carries -1.361; number 77, C, carries -0.446; number 78, N, carries 0.332; number 79, C, carries -0.158; number 80, C, carries -1.001; number 81, H, carries 0.447; number 82, H, carries 0.862; number 83, H, carries 0.248; number 84, H, carries 0.451